No. 1
Formula: C49H48BrN2O4PRe
Source: the OMol25 dataset
Level of theory: wB97M-V/def2-TZVPD

Values from the calculation:
frontier orbital gap (alpha / beta)	4.70 / 5.50	eV
2S+1	2
charge	+2
E_HOMO (alpha / beta)	-12.58 / -12.80	eV
maximum force	4.02	eV/Å

Structure (XYZ):
```
106
Properties=species:S:1:pos:R:3:lowdin_charge:R:1
Re -0.624 0.309 -1.745 1.496
C 0.139 1.973 -4.588 -0.018
O -0.446 2.017 -3.293 -0.226
C -0.436 3.222 -2.610 -0.212
C 0.012 4.432 -3.108 0.004
C -0.091 5.569 -2.317 -0.031
C -0.657 5.520 -1.054 -0.043
C -1.142 4.323 -0.560 0.013
C -1.018 3.168 -1.326 -0.180
N -1.515 1.911 -0.971 -0.118
N -2.567 1.885 -0.257 0.149
C -3.485 0.939 -0.272 -0.120
C -3.563 -0.057 -1.337 -0.289
O -2.588 -0.312 -2.109 -0.117
C -4.830 -0.669 -1.558 0.020
C -5.892 -0.431 -0.744 0.035
C -5.795 0.417 0.397 -0.178
C -6.867 0.608 1.279 -0.007
C -6.714 1.382 2.412 -0.032
C -5.487 1.981 2.692 -0.033
C -4.430 1.842 1.819 -0.004
C -4.570 1.072 0.659 -0.118
H -0.370 2.677 -5.248 0.115
H -0.013 0.964 -4.967 0.100
H 1.210 2.190 -4.551 0.111
H 0.423 4.514 -4.102 0.125
H 0.278 6.503 -2.707 0.122
H -0.731 6.419 -0.460 0.121
H -1.595 4.258 0.416 0.119
H -4.905 -1.345 -2.397 0.137
H -6.832 -0.927 -0.937 0.139
H -7.815 0.146 1.055 0.127
H -7.543 1.521 3.089 0.119
H -5.367 2.569 3.590 0.118
H -3.475 2.302 2.029 0.111
C 5.659 -3.494 -0.852 -0.051
C 5.991 -1.999 -0.929 -0.553
C 6.926 -1.749 -2.128 -0.026
C 6.719 -1.588 0.361 -0.039
C 4.747 -1.167 -1.142 -0.146
C 3.593 -1.713 -1.716 -0.059
C 2.465 -0.944 -1.815 -0.467
Br 0.866 -1.608 -2.701 0.922
C 2.381 0.401 -1.377 -0.372
O 1.252 1.026 -1.370 -0.242
C 3.622 1.013 -1.001 -0.070
C 4.732 0.206 -0.863 0.049
C 3.681 2.526 -0.863 -0.524
C 2.740 3.016 0.245 -0.025
C 5.091 3.043 -0.573 -0.047
C 3.260 3.115 -2.221 -0.024
H 6.545 -4.057 -0.574 0.091
H 5.326 -3.883 -1.810 0.079
H 4.895 -3.684 -0.101 0.086
H 7.843 -2.318 -2.001 0.094
H 7.182 -0.696 -2.206 0.086
H 6.452 -2.059 -3.055 0.090
H 7.504 -2.307 0.585 0.091
H 6.035 -1.565 1.206 0.094
H 7.194 -0.615 0.266 0.080
H 3.579 -2.718 -2.099 0.109
H 5.647 0.658 -0.524 0.107
H 3.061 2.626 1.207 0.094
H 1.714 2.710 0.063 0.056
H 2.765 4.101 0.288 0.091
H 5.464 2.702 0.387 0.093
H 5.064 4.130 -0.548 0.093
H 5.784 2.747 -1.357 0.094
H 2.229 2.869 -2.452 0.046
H 3.903 2.732 -3.011 0.102
H 3.356 4.197 -2.193 0.094
O -0.856 -1.099 -0.105 -0.478
P -1.491 -1.659 1.156 0.899
C -1.319 -0.458 2.502 -0.261
C -0.600 0.709 2.265 -0.082
C -0.453 1.643 3.274 -0.060
C -1.033 1.422 4.513 -0.049
C -1.725 0.246 4.757 -0.048
C -1.858 -0.704 3.760 -0.079
C -0.642 -3.211 1.532 -0.266
C 0.552 -3.543 0.904 -0.063
C 1.127 -4.780 1.135 -0.055
C 0.516 -5.681 1.992 -0.047
C -0.663 -5.337 2.637 -0.050
C -1.246 -4.106 2.408 -0.072
C -3.229 -2.174 0.964 -0.277
C -3.469 -3.137 -0.016 -0.077
C -4.714 -3.729 -0.113 -0.051
C -5.722 -3.370 0.769 -0.047
C -5.492 -2.403 1.732 -0.060
C -4.248 -1.800 1.831 -0.078
H -0.152 0.874 1.294 0.081
H 0.116 2.542 3.096 0.111
H -0.935 2.160 5.293 0.117
H -2.161 0.068 5.727 0.117
H -2.369 -1.634 3.959 0.106
H 1.010 -2.838 0.225 0.082
H 2.045 -5.049 0.635 0.109
H 0.951 -6.654 2.152 0.117
H -1.138 -6.035 3.307 0.116
H -2.182 -3.855 2.888 0.108
H -2.670 -3.428 -0.686 0.125
H -4.893 -4.488 -0.860 0.119
H -6.680 -3.863 0.720 0.120
H -6.274 -2.124 2.420 0.120
H -4.071 -1.050 2.586 0.100
```

No. 2
Formula: C49H48Cl4InN9O2P2S2
Source: the OMol25 dataset
Level of theory: wB97M-V/def2-TZVPD

Values from the calculation:
frontier orbital gap	6.94	eV
E_HOMO	-7.20	eV
maximum force	1.03	eV/Å

Structure (XYZ):
```
117
Properties=species:S:1:pos:R:3:lowdin_charge:R:1
In -0.460 0.100 -0.156 0.398
O -1.766 2.539 -5.025 0.074
C -1.318 1.331 -5.481 -0.275
C -1.356 0.982 -6.824 -0.020
C -0.857 -0.245 -7.232 -0.076
C -0.336 -1.138 -6.302 -0.074
C -0.320 -0.788 -4.960 -0.002
C -0.791 0.451 -4.544 -0.084
C -0.801 0.780 -3.088 -0.392
O -1.491 0.073 -2.304 -0.069
N -0.097 1.794 -2.622 0.012
N -0.244 2.107 -1.228 -0.096
C 0.642 3.213 -1.045 -0.775
S 1.476 3.480 0.650 0.935
C 1.104 5.258 0.814 -0.409
C 0.841 5.858 -0.547 -0.511
S -0.323 4.782 -1.387 0.947
H -2.118 3.050 -5.760 0.114
H -1.774 1.674 -7.550 0.116
H -0.885 -0.508 -8.282 0.106
H 0.056 -2.096 -6.617 0.104
H 0.066 -1.473 -4.214 0.121
H 1.973 5.662 1.322 0.042
H 0.236 5.318 1.468 0.094
H 1.759 5.964 -1.127 0.077
H 0.392 6.845 -0.438 0.085
C 3.754 1.020 2.879 -0.132
C 4.635 1.811 1.941 -0.377
C 5.755 2.450 2.465 -0.078
C 6.576 3.244 1.682 -0.081
C 6.287 3.417 0.337 -0.089
C 5.189 2.768 -0.210 -0.093
C 4.367 1.952 0.570 -0.358
P 2.892 1.139 -0.155 1.087
C 2.751 1.846 -1.846 -0.264
C 1.765 3.018 -2.104 -0.243
C 0.884 2.692 -3.302 -0.218
C 1.669 2.186 -4.478 -0.011
C 2.850 1.617 -4.281 -0.019
C 3.325 1.279 -2.927 -0.258
C 4.458 0.283 -2.892 -0.035
C 3.338 -0.631 -0.233 -0.325
C 4.561 -1.116 0.233 -0.097
C 4.769 -2.469 0.445 -0.087
C 3.732 -3.361 0.206 -0.087
C 2.531 -2.897 -0.297 -0.054
C 2.316 -1.540 -0.560 -0.317
C 1.056 -1.116 -1.216 -0.205
H 3.630 1.568 3.813 0.032
H 4.193 0.044 3.103 0.085
H 2.757 0.844 2.471 0.034
H 5.964 2.345 3.525 0.118
H 7.428 3.746 2.125 0.102
H 6.912 4.046 -0.284 0.098
H 4.974 2.884 -1.266 0.094
H 2.341 3.932 -2.268 0.151
H 0.346 3.582 -3.608 0.109
H 1.295 2.379 -5.477 0.115
H 3.455 1.308 -5.128 0.114
H 5.055 0.392 -3.800 0.081
H 4.098 -0.749 -2.857 0.094
H 5.108 0.438 -2.034 0.069
H 5.365 -0.422 0.446 0.107
H 5.730 -2.821 0.802 0.100
H 3.868 -4.419 0.401 0.099
H 1.731 -3.598 -0.515 0.102
H 0.477 -1.980 -1.543 0.046
H 1.254 -0.477 -2.081 0.037
Cl -0.457 -0.296 2.213 0.090
N -3.346 -10.485 1.915 0.161
C -3.247 -9.384 1.597 -0.175
C -3.126 -8.000 1.198 -0.226
C -4.273 -7.256 0.928 -0.014
C -4.165 -5.930 0.550 0.002
C -2.911 -5.350 0.424 -0.177
C -1.765 -6.088 0.690 0.006
C -1.873 -7.409 1.084 -0.012
N -2.795 -3.993 0.022 -0.014
C -3.595 -3.325 -0.894 -0.027
C -3.072 -2.076 -1.002 -0.117
N -1.980 -1.954 -0.157 0.019
C -1.835 -3.118 0.415 -0.136
H -5.245 -7.718 1.029 0.125
H -5.057 -5.342 0.375 0.119
H -0.790 -5.632 0.573 0.117
H -0.984 -7.989 1.289 0.126
H -4.409 -3.809 -1.406 0.122
H -3.356 -1.282 -1.668 0.085
H -1.100 -3.348 1.174 0.140
C -5.470 3.346 0.006 -0.193
N -4.507 3.569 1.079 -0.143
C -4.972 2.870 2.280 -0.185
N -5.209 1.440 2.078 -0.148
C -6.148 1.282 0.970 -0.193
N -5.722 1.932 -0.273 -0.149
C -4.539 1.275 -0.832 -0.304
P -3.061 1.311 0.312 1.017
C -3.163 3.132 0.689 -0.308
C -3.953 0.720 1.831 -0.316
H -5.108 3.829 -0.904 0.126
H -6.416 3.808 0.293 0.124
H -5.909 3.329 2.598 0.125
H -4.234 2.996 3.072 0.115
H -7.099 1.726 1.269 0.124
H -6.304 0.218 0.779 0.125
H -4.260 1.753 -1.774 0.094
H -4.798 0.240 -1.051 0.069
H -2.830 3.685 -0.190 0.057
H -2.471 3.359 1.495 0.063
H -3.283 0.827 2.685 0.071
H -4.161 -0.346 1.720 0.086
Cl 0.451 1.652 5.061 0.677
C -0.251 2.714 3.934 -1.194
Cl -1.312 3.942 4.512 0.656
Cl 2.811 3.823 2.941 0.090
C 0.084 2.701 2.674 -0.441
N 0.214 2.651 1.460 -0.146
```

No. 3
Formula: C49H50BBrN6O2Ti
Source: the OMol25 dataset
Level of theory: wB97M-V/def2-TZVPD

Values from the calculation:
frontier orbital gap (alpha / beta)	4.99 / 7.45	eV
2S+1	3
E_HOMO (alpha / beta)	-5.17 / -7.65	eV
maximum force	4.72	eV/Å

Structure (XYZ):
```
110
Properties=species:S:1:pos:R:3:lowdin_charge:R:1
Ti -0.856 -1.429 0.662 0.970
C 3.576 -5.027 -0.446 -0.036
C 3.401 -3.596 -0.860 -0.278
C 4.292 -2.776 -1.562 0.033
C 3.485 -1.610 -1.910 -0.254
N 2.263 -1.728 -1.381 0.129
N 2.192 -2.940 -0.746 0.011
B 1.109 -3.325 0.290 -0.465
N -0.386 -3.103 -0.265 -0.073
N -0.838 -1.974 -1.125 0.013
C -2.023 -2.401 -1.667 -0.270
C -2.290 -3.749 -1.285 0.023
C -1.273 -4.143 -0.466 -0.292
C -1.129 -5.537 0.066 -0.019
C -2.857 -1.587 -2.462 -0.165
C -2.660 -0.158 -2.665 -0.010
C -3.759 0.602 -3.124 -0.093
C -4.955 -0.022 -3.545 -0.113
C -5.061 -1.416 -3.499 -0.111
C -4.047 -2.185 -2.966 -0.050
N 1.128 -2.626 1.716 0.053
N 0.641 -1.294 1.941 0.014
C 0.943 -1.008 3.281 -0.187
C 1.538 -2.120 3.874 0.029
C 1.628 -3.107 2.895 -0.233
C 2.118 -4.507 3.041 -0.002
C 0.618 0.197 4.010 -0.150
C 1.222 0.341 5.284 -0.035
C 0.802 1.301 6.183 -0.074
C -0.299 2.129 5.931 -0.054
C -0.915 2.000 4.673 -0.083
C -0.453 1.100 3.727 -0.032
C 3.948 -0.517 -2.765 -0.183
C 3.343 -0.118 -3.972 -0.031
C 4.072 0.579 -4.959 -0.085
C 5.340 1.112 -4.661 -0.096
C 5.890 0.823 -3.409 -0.096
C 5.217 0.035 -2.464 -0.056
H 4.249 -5.477 -1.174 0.076
H 4.117 -5.056 0.531 0.083
H 2.625 -5.598 -0.388 0.078
H 5.329 -3.010 -1.876 0.117
H 1.161 -4.480 0.514 0.083
H -3.104 -4.377 -1.629 0.113
H -2.127 -5.994 0.155 0.089
H -0.559 -6.093 -0.709 0.101
H -0.614 -5.544 1.046 0.074
H -1.728 0.294 -2.337 0.099
H -3.698 1.681 -3.156 0.083
H -5.805 0.543 -3.950 0.097
H -5.938 -1.978 -3.835 0.102
H -4.178 -3.267 -2.913 0.097
H 1.815 -2.260 4.926 0.125
H 2.075 -4.730 4.099 0.083
H 1.531 -5.205 2.436 0.077
H 3.157 -4.585 2.738 0.083
H 2.089 -0.284 5.470 0.104
H 1.337 1.387 7.119 0.103
H -0.632 2.869 6.622 0.096
H -1.813 2.561 4.471 0.100
H -0.930 1.056 2.738 0.103
H 2.301 -0.425 -4.132 0.118
H 3.643 0.704 -5.954 0.101
H 5.905 1.709 -5.360 0.093
H 6.893 1.220 -3.189 0.104
H 5.715 -0.205 -1.536 0.109
C 3.554 2.871 -1.014 -0.043
C 2.064 3.189 -0.937 -0.161
C 1.453 3.279 0.344 -0.174
C 2.230 2.768 1.538 -0.055
C 0.138 3.833 0.483 -0.177
C -0.313 4.397 1.809 -0.051
C -0.689 3.812 -0.661 -0.191
C -2.191 3.939 -0.569 -0.048
C -0.141 3.577 -1.934 -0.186
C -1.001 3.530 -3.186 -0.054
C 1.260 3.350 -2.102 -0.166
C 1.753 3.207 -3.523 -0.051
H 4.078 3.403 -0.202 0.083
H 3.957 3.164 -2.010 0.076
H 3.697 1.793 -0.878 0.069
H 1.538 2.322 2.269 0.056
H 2.800 3.536 2.121 0.096
H 2.963 1.996 1.204 0.081
H -0.690 5.471 1.757 0.110
H 0.535 4.352 2.518 0.071
H -1.101 3.793 2.265 0.054
H -2.488 4.088 0.476 0.066
H -2.677 2.993 -0.913 0.086
H -2.552 4.779 -1.151 0.077
H -0.678 4.322 -3.922 0.098
H -2.054 3.697 -2.940 0.049
H -0.912 2.534 -3.651 0.078
H 1.247 2.337 -4.038 0.097
H 2.803 3.017 -3.529 0.033
H 1.579 4.151 -4.081 0.092
Br -5.729 1.554 5.213 0.759
C -5.477 0.919 3.468 -0.691
C -6.515 1.101 2.531 -0.116
C -6.351 0.649 1.223 -0.057
C -5.115 0.165 0.810 0.012
C -4.073 -0.006 1.739 -0.140
C -4.265 0.326 3.097 -0.045
C -2.833 -0.560 1.283 -0.397
O -2.503 -1.875 1.473 -0.073
O -1.982 0.154 0.549 -0.071
H -7.412 1.639 2.832 0.102
H -7.197 0.721 0.520 0.121
H -4.957 -0.054 -0.247 0.123
H -3.532 0.097 3.872 0.116
```

No. 4
Formula: C49H50BrN7O4SY
Source: the OMol25 dataset
Level of theory: wB97M-V/def2-TZVPD

Values from the calculation:
frontier orbital gap	6.28	eV
charge	+1
E_HOMO	-9.16	eV
maximum force	1.80	eV/Å

Structure (XYZ):
```
113
Properties=species:S:1:pos:R:3:lowdin_charge:R:1
Y -0.315 0.058 0.369 1.516
C 1.115 -6.729 3.727 -0.045
C 1.017 -5.541 2.803 -0.262
C 2.038 -5.152 1.984 0.011
C 1.913 -4.068 1.078 -0.119
C 3.044 -3.742 0.284 0.004
N 3.015 -3.380 -0.961 0.109
C 1.889 -3.642 -1.873 -0.128
C 2.230 -3.246 -3.302 -0.136
C 1.955 -1.771 -3.576 -0.124
N 0.574 -1.467 -3.229 0.084
C -0.418 -1.345 -4.050 0.016
C -1.743 -1.051 -3.656 -0.116
C -2.680 -0.760 -4.673 0.019
C -3.942 -0.305 -4.399 -0.256
C -4.936 0.042 -5.478 -0.043
C -4.239 -0.100 -3.040 0.035
C -3.365 -0.366 -2.008 -0.108
C -3.757 0.064 -0.664 -0.121
N -2.975 0.165 0.327 0.001
C -3.532 0.815 1.518 -0.217
C -2.530 0.760 2.650 -0.198
C -2.239 -0.646 3.135 -0.196
N -1.367 -1.409 2.214 -0.023
C -1.322 -2.656 2.451 -0.100
C -0.266 -3.583 2.035 -0.118
C -0.129 -4.717 2.800 0.028
C 0.747 -3.223 1.077 -0.318
O 0.664 -2.194 0.353 -0.134
C -2.083 -0.927 -2.277 -0.296
O -1.290 -1.294 -1.332 -0.153
H 1.930 -7.390 3.433 0.078
H 0.195 -7.316 3.715 0.082
H 1.292 -6.422 4.760 0.085
H 2.966 -5.717 1.990 0.127
H 4.038 -3.816 0.720 0.155
H 3.882 -3.061 -1.373 0.159
H 1.013 -3.112 -1.508 0.099
H 1.679 -4.709 -1.797 0.143
H 1.613 -3.853 -3.968 0.123
H 3.270 -3.482 -3.544 0.123
H 2.127 -1.527 -4.623 0.132
H 2.587 -1.119 -2.972 0.111
H 0.321 -1.325 -2.246 0.101
H -0.186 -1.438 -5.109 0.152
H -2.370 -0.887 -5.708 0.126
H -4.708 -0.478 -6.408 0.078
H -4.938 1.113 -5.689 0.083
H -5.949 -0.234 -5.186 0.080
H -5.208 0.324 -2.783 0.130
H -4.797 0.397 -0.571 0.126
H -4.465 0.327 1.823 0.129
H -3.757 1.857 1.280 0.052
H -2.898 1.359 3.486 0.116
H -1.596 1.246 2.344 0.063
H -3.172 -1.188 3.321 0.124
H -1.706 -0.579 4.086 0.121
H -2.020 -3.077 3.185 0.133
H -0.924 -4.947 3.507 0.129
C -1.259 4.058 5.293 -0.027
N -2.217 4.181 4.208 -0.129
C -3.597 4.262 4.374 -0.064
C -4.143 4.376 3.152 -0.078
N -3.087 4.357 2.255 0.041
C -1.888 4.246 2.888 -0.812
S -0.392 4.175 2.132 0.630
H -1.490 4.789 6.065 0.094
H -0.270 4.250 4.887 0.058
H -1.286 3.055 5.719 0.090
H -4.056 4.242 5.347 0.122
H -5.170 4.471 2.847 0.117
H -3.130 4.437 1.249 0.024
C 1.854 0.435 -0.149 -0.121
C 2.871 0.629 -0.801 -0.138
C 4.011 0.841 -1.652 -0.286
C 3.886 1.589 -2.828 -0.043
C 4.971 1.749 -3.677 -0.081
C 6.196 1.165 -3.373 -0.093
C 6.332 0.423 -2.208 -0.091
C 5.249 0.264 -1.353 -0.059
H 2.929 2.043 -3.052 0.112
H 4.865 2.340 -4.579 0.104
H 7.043 1.297 -4.034 0.102
H 7.287 -0.022 -1.957 0.101
H 5.356 -0.293 -0.430 0.105
C 4.619 0.357 5.053 -0.037
C 3.339 0.339 4.265 -0.256
C 2.873 1.462 3.602 -0.003
C 1.700 1.392 2.869 -0.150
N 0.956 0.284 2.779 0.009
C 1.410 -0.802 3.415 -0.125
C 2.573 -0.820 4.157 -0.015
H 5.007 1.368 5.161 0.080
H 5.382 -0.245 4.555 0.088
H 4.472 -0.064 6.049 0.086
H 3.419 2.397 3.638 0.121
H 1.334 2.266 2.347 0.023
H 0.811 -1.696 3.328 0.088
H 2.875 -1.734 4.655 0.117
Br -3.917 3.524 -0.878 0.905
C -2.788 3.671 -2.416 -0.535
C -3.268 4.509 -3.414 -0.131
C -2.564 4.655 -4.600 -0.070
C -1.387 3.945 -4.794 -0.064
C -0.931 3.104 -3.794 -0.013
C -1.609 2.957 -2.583 -0.138
C -0.991 2.023 -1.575 -0.611
O -0.256 1.096 -1.993 -0.073
O -1.234 2.171 -0.347 -0.166
H -4.193 5.046 -3.256 0.095
H -2.940 5.320 -5.367 0.110
H -0.829 4.050 -5.715 0.107
H -0.020 2.535 -3.921 0.114
```

Results for ΔE to the lowest compared entry with this formula, charge and spin: 0.2569 3.6243 0.0156 1.7151 (in eV, following the order of the records).